Record 1
# C11H15N

2 unconnected molecules or ions with the total composition C11H15N (ωB97M-V with the def2-TZVPD basis set, the Open Molecules 2025 dataset).

ΔE to the lowest compared entry with this formula, charge and spin (kJ/mol): 19.3
LUMO level (hartree): 0.033
Total energy (eV): -13140.591
Gap between HOMO and LUMO (eV): 8.747

Last columns: bonded neighbours and bond lengths (Å).
Element x y z (Å)
1 C -1.88240 -0.39230 -3.60052  C4 1.511, H16 1.083, H17 1.092, H19 1.084
2 C 0.31313 0.11031 -0.61684  C3 1.403, C6 1.393, N10 1.368
3 C -0.48702 0.62018 -1.65088  C2 1.403, C4 1.441, C8 1.400
4 C -1.01949 -0.51130 -2.36599  C1 1.511, C3 1.441, C5 1.354
5 C -0.52288 -1.61706 -1.76281  C4 1.354, N10 1.380, H13 1.075
6 C 0.98941 0.90139 0.30831  C2 1.393, C7 1.384, H12 1.081
7 C 0.96214 2.27062 0.10773  C6 1.384, C9 1.397, H14 1.079
8 C -0.50532 2.01105 -1.80773  C3 1.400, C9 1.379, H15 1.080
9 C 0.21321 2.80824 -0.94162  C7 1.397, C8 1.379, H18 1.088
10 N 0.30034 -1.25430 -0.71690  C2 1.368, C5 1.380, H11 1.005
11 H 0.63878 -1.89251 -0.01811  N10 1.005
12 H 1.51822 0.50461 1.16315  C6 1.081
13 H -0.63475 -2.64430 -2.05989  C5 1.075
14 H 1.53914 2.90285 0.76511  C7 1.079
15 H -1.05902 2.49405 -2.59900  C8 1.080
16 H -1.70892 -1.22436 -4.27110  C1 1.083
17 H -1.65976 0.55436 -4.09648  C1 1.092
18 H 0.21311 3.88500 -1.09750  C9 1.088
19 H -2.93008 -0.33626 -3.32789  C1 1.084
20 C 0.00560 -1.21896 3.30684  C21 1.525, H22 1.084, H23 1.094, H24 1.092
21 C 1.44227 -1.10781 3.80756  C20 1.525, H25 1.094, H26 1.095, H27 1.083
22 H -0.08477 -1.58430 2.29058  C20 1.084
23 H -0.58155 -1.82289 4.00425  C20 1.094
24 H -0.45360 -0.23053 3.37464  C20 1.092
25 H 1.89124 -2.07825 4.04022  C21 1.094
26 H 2.06099 -0.62389 3.04516  C21 1.095
27 H 1.44198 -0.52364 4.71971  C21 1.083

=====

Record 2
# C11H15N

2 unconnected molecules or ions with the total composition C11H15N in a non-equilibrium geometry (ωB97M-V with the def2-TZVPD basis set, the Open Molecules 2025 dataset).

ΔE to the lowest compared entry with this formula, charge and spin (kJ/mol): 91.3
LUMO level (hartree): 0.034
Total energy (eV): -13139.845
Gap between HOMO and LUMO (eV): 8.898

Last columns: bonded neighbours and bond lengths (Å).
Element x y z (Å)
1 C 2.67867 0.45045 2.01035  C4 1.488, H16 1.096, H17 1.085, H19 1.092
2 C -0.86144 -0.23956 1.16549  C3 1.394, C6 1.418, N10 1.376
3 C 0.46849 -0.65639 1.13676  C2 1.394, C4 1.442, C8 1.404
4 C 1.24803 0.46329 1.60265  C1 1.488, C3 1.442, C5 1.355
5 C 0.37910 1.47693 1.83441  C4 1.355, N10 1.399, H13 1.077
6 C -1.90102 -0.98752 0.55730  C2 1.418, C7 1.373, H12 1.085
7 C -1.53528 -2.14155 -0.08941  C6 1.373, C9 1.410, H14 1.083
8 C 0.81178 -1.82903 0.44440  C3 1.404, C9 1.374, H15 1.080
9 C -0.20488 -2.60676 -0.05397  C7 1.410, C8 1.374, H18 1.082
10 N -0.93343 1.07586 1.56419  C2 1.376, C5 1.399, H11 1.005
11 H -1.59266 1.77787 1.27819  N10 1.005
12 H -2.91672 -0.77804 0.87673  C6 1.085
13 H 0.58371 2.33329 2.45509  C5 1.077
14 H -2.20484 -2.73998 -0.69511  C7 1.083
15 H 1.82418 -2.20533 0.46062  C8 1.080
16 H 3.01148 -0.56524 2.25190  C1 1.096
17 H 2.99669 1.19837 2.72960  C1 1.085
18 H 0.07566 -3.55037 -0.50281  C9 1.082
19 H 3.32644 0.57787 1.14063  C1 1.092
20 C -0.85016 0.49428 -2.91148  C21 1.530, H22 1.088, H23 1.096, H24 1.088
21 C -0.41546 1.69154 -2.06427  C20 1.530, H25 1.066, H26 1.092, H27 1.090
22 H -0.61127 -0.48584 -2.50384  C20 1.088
23 H -1.93962 0.60341 -2.96301  C20 1.096
24 H -0.54490 0.54148 -3.95481  C20 1.088
25 H -0.79385 1.63499 -1.06965  C21 1.066
26 H 0.65833 1.88409 -2.10700  C21 1.092
27 H -0.75702 2.58190 -2.59294  C21 1.090

=====

Q: Which of these has the lowest gap between HOMO and LUMO?
A: number 1

=====

Q: Among the records above, which one has the lowest gap between HOMO and LUMO?
A: number 1